{
  "formula": "C34H47BrCl45N6O3P2S2",
  "method": "the ωB97M-V functional and the def2-TZVPD basis",
  "energy_ev": -724894.0213,
  "charge": 1,
  "symbols": ["C", "C", "C", "C", "N", "C", "C", "C", "C", "N", "C", "N", "C", "C", "C", "C", "C", "C", "O", "C", "N", "C", "C", "C", "Br", "N", "P", "N", "O", "P", "O", "Cl", "C", "S", "S", "C", "C", "C", "H", "H", "H", "H", "H", "H", "H", "H", "H", "H", "H", "H", "H", "H", "H", "H", "H", "H", "H", "H", "H", "H", "H", "H", "H", "H", "H", "H", "H", "H", "H", "H", "H", "H", "H", "H", "H", "H", "H", "H", "H", "H", "H", "H", "H", "H", "H", "C", "Cl", "Cl", "Cl", "Cl", "C", "Cl", "Cl", "Cl", "Cl", "C", "Cl", "Cl", "Cl", "Cl", "C", "Cl", "Cl", "Cl", "Cl", "C", "Cl", "Cl", "Cl", "Cl", "C", "Cl", "Cl", "Cl", "Cl", "C", "Cl", "Cl", "Cl", "Cl", "C", "Cl", "Cl", "Cl", "Cl", "C", "Cl", "Cl", "Cl", "Cl", "C", "Cl", "Cl", "Cl", "Cl", "C", "Cl", "Cl", "Cl", "Cl"],
  "xyz": [[3.000997, -5.977675, 4.599691], [4.050522, -6.349758, 3.522114], [4.536149, -5.109136, 2.750933], [4.726039, -5.410947, 1.240301], [4.148984, -4.300798, 0.446880], [3.260720, -4.804955, -0.621157], [1.961528, -5.412737, -0.109636], [1.156840, -4.535145, 0.860729], [-0.347884, -4.505081, 0.519474], [-0.980214, -3.340146, 1.153653], [-0.880629, -2.043750, 0.748373], [-1.422419, -1.085617, 1.482583], [-1.074254, 0.049374, 0.887511], [-1.482172, 1.295134, 1.611564], [-1.909975, 2.583606, 0.886826], [-3.089059, 2.479635, -0.084504], [-2.762909, 2.630953, -1.578387], [-2.008138, 3.899844, -1.952202], [-1.454987, 3.745210, -3.248469], [-0.049844, 3.782141, -3.307534], [-0.381469, -0.193688, -0.172453], [0.195501, 0.814527, -1.030344], [1.703230, 1.091690, -0.738913], [2.003566, 2.565685, -0.475290], [2.271852, 0.067103, 0.836519], [-0.243488, -1.560753, -0.337785], [0.599281, -2.453436, -1.669788], [-0.660828, -2.761624, -2.793577], [1.583135, -1.406265, -2.445712], [-1.888959, -3.653783, 2.631190], [-0.904881, -4.631392, 3.459598], [-3.489954, -4.915163, 2.071288], [5.177288, -3.532452, -0.152897], [6.234475, -4.116709, -1.226945], [5.277626, -1.823813, 0.301364], [6.980907, -1.573611, 0.871311], [7.942433, -1.080083, -0.218091], [8.815091, 0.095215, 0.269458], [3.516870, -5.787098, 5.531080], [2.289417, -6.788592, 4.693741], [2.467889, -5.099229, 4.256164], [4.904613, -6.832649, 3.978828], [3.590841, -7.070389, 2.854126], [3.849188, -4.278533, 2.840612], [5.482927, -4.813978, 3.190519], [5.792119, -5.522961, 1.079563], [4.264004, -6.353771, 0.982806], [3.791270, -5.588238, -1.169458], [3.060287, -4.019674, -1.340506], [1.374580, -5.656118, -0.991406], [2.198224, -6.357162, 0.369519], [1.551869, -3.528335, 0.781609], [1.271305, -4.903515, 1.871451], [-0.529700, -4.588903, -0.549867], [-0.778170, -5.387640, 0.979391], [-2.303338, 0.994485, 2.246569], [-0.667812, 1.533664, 2.294155], [-2.218630, 3.256826, 1.678293], [-1.042401, 3.067680, 0.455055], [-3.666419, 1.583889, 0.123421], [-3.769089, 3.294875, 0.149701], [-3.717939, 2.688232, -2.084804], [-2.261665, 1.730761, -1.919111], [-1.291468, 4.242097, -1.209607], [-2.755172, 4.685999, -2.030408], [0.298602, 4.669531, -3.825897], [0.308284, 2.939263, -3.901252], [0.437612, 3.707688, -2.340094], [-0.323587, 1.756211, -0.981124], [0.087764, 0.468810, -2.051961], [2.327146, 0.773206, -1.556754], [2.239020, 3.048609, -1.414346], [1.205496, 3.096737, 0.034603], [2.872219, 2.615093, 0.164699], [-1.559413, -2.707829, -2.320486], [-0.624618, -2.121506, -3.583752], [1.610979, -1.644137, -3.387151], [-1.436724, -5.353883, 3.835248], [6.908948, -0.796900, 1.623426], [7.371974, -2.462197, 1.350871], [7.424336, -0.737908, -1.102501], [8.617964, -1.880815, -0.483504], [9.850127, -0.047998, -0.014543], [8.794444, 0.198369, 1.350101], [8.492080, 1.036422, -0.156927], [-4.929136, -2.418929, -0.842432], [-6.415777, -2.855131, -1.681753], [-3.803257, -3.772591, -0.889800], [-4.184163, -1.038335, -1.646652], [-5.292699, -2.008962, 0.833432], [2.063333, 1.492157, 4.992717], [2.348186, 2.626814, 3.663447], [0.723198, 0.414377, 4.560572], [3.518285, 0.534728, 5.268765], [1.647043, 2.392467, 6.442124], [-10.360990, -3.607412, -3.585356], [-10.461246, -1.847676, -3.683226], [-11.496563, -4.194256, -2.371621], [-10.749939, -4.317934, -5.150214], [-8.712828, -4.069072, -3.122941], [0.640421, 7.045725, -6.249752], [0.828639, 7.534872, -7.933035], [0.755929, 8.461673, -5.207580], [-0.939282, 6.281943, -6.028357], [1.912661, 5.890006, -5.824456], [2.801506, 6.454135, 7.244240], [3.043226, 5.319503, 5.912345], [1.938251, 5.627396, 8.548304], [4.359773, 7.030743, 7.832699], [1.836774, 7.821542, 6.682903], [-3.695186, -8.429890, 4.183595], [-5.354587, -7.963413, 4.551339], [-3.292617, -9.921921, 5.025416], [-3.536595, -8.672652, 2.444313], [-2.599565, -7.138517, 4.747087], [0.577091, -9.169664, 2.635633], [-0.210696, -10.342631, 1.579343], [2.203992, -8.839014, 2.033171], [-0.367196, -7.671198, 2.657149], [0.672377, -9.815279, 4.272781], [-2.060053, 11.868953, -5.494853], [-1.981115, 10.187900, -6.033385], [-0.436373, 12.566226, -5.520331], [-3.108600, 12.784590, -6.574219], [-2.701807, 11.930016, -3.849700], [-1.873872, 14.334434, -9.951828], [-3.580571, 14.131046, -10.360741], [-0.996594, 14.934725, -11.360780], [-1.720312, 15.491998, -8.626471], [-1.201517, 12.777973, -9.456979], [-2.304712, 4.248015, 6.388070], [-1.994495, 3.137016, 5.039360], [-3.219619, 3.407265, 7.638981], [-0.765178, 4.799795, 7.049607], [-3.231032, 5.633332, 5.806965], [-8.839460, 2.271019, -3.175814], [-9.125830, 2.304587, -4.915206], [-7.654655, 3.514668, -2.749738], [-10.349502, 2.583946, -2.321715], [-8.223369, 0.678855, -2.713236]],
  "atomic_forces_ev_per_a": [[0.8, -0.4, -0.8], [-0.6, 0.7, 0.3], [0.1, -1.1, -0.4], [0.1, 0.8, 1.4], [-0.3, -0.1, -0.8], [0.1, -0.7, 0.1], [0.1, 0.1, 0.3], [-0.1, -0.1, -1.1], [1.1, 0.0, 0.6], [-0.4, -1.1, -0.1], [-0.2, -1.7, 1.1], [0.0, 0.0, 0.1], [-1.6, -0.2, 2.3], [0.1, 0.8, -0.6], [0.1, -0.3, 0.2], [0.1, 0.7, -0.1], [-0.3, -0.4, 0.8], [-0.8, -0.1, -0.5], [0.3, 0.1, 0.4], [0.2, -0.3, -0.6], [0.0, 1.6, -2.0], [1.5, -0.5, -0.8], [-0.3, 0.4, 0.6], [0.1, -0.4, 0.1], [0.2, 0.0, -0.2], [0.2, 1.4, -0.6], [0.5, -2.5, 0.2], [0.8, 1.1, 0.4], [-0.8, 0.3, -0.1], [-1.0, 2.1, 0.7], [-0.1, -0.6, -0.8], [0.9, -0.3, 0.0], [0.8, 0.4, -0.3], [0.3, -0.3, -0.2], [-0.8, -0.1, 1.0], [0.3, 0.3, -1.0], [0.7, 0.5, 0.5], [0.0, -0.2, 0.0], [-0.3, 0.2, 0.4], [-0.2, -0.2, 0.4], [-0.2, 0.2, 0.2], [0.1, -0.3, 0.1], [0.2, 0.2, -0.1], [-0.2, 0.1, 0.1], [0.2, 0.4, 0.0], [0.1, 0.0, -0.5], [-0.3, -0.1, -0.2], [0.1, -0.1, -0.2], [0.0, 0.4, 0.1], [-0.2, -0.1, -0.2], [-0.1, -0.3, 0.1], [0.1, 0.3, 0.3], [0.1, 0.2, 0.3], [-0.1, 0.3, -0.2], [-0.4, -0.1, -0.1], [-0.2, -0.4, 0.1], [0.3, 0.0, 0.1], [0.1, 0.1, 0.3], [0.1, 0.1, -0.3], [0.0, -0.3, -0.2], [-0.2, 0.1, 0.1], [-0.2, -0.3, -0.4], [0.3, -0.1, -0.4], [0.4, -0.2, 0.0], [-0.1, 0.3, 0.1], [0.0, 0.3, 0.1], [0.0, -0.2, -0.1], [-0.1, 0.2, 0.3], [-0.5, -0.1, 0.5], [0.0, 0.0, -0.2], [0.1, -0.4, -0.1], [0.0, 0.3, -0.2], [-0.2, 0.0, 0.0], [0.3, 0.2, 0.0], [-0.3, -0.2, -0.4], [-0.5, 0.0, -0.1], [0.2, 0.2, 0.1], [0.2, -0.1, 0.1], [-0.4, 0.1, 0.2], [-0.2, -0.3, 0.1], [-0.3, -0.3, -0.2], [-0.1, -0.3, -0.3], [0.2, 0.0, -0.1], [0.0, 0.0, 0.2], [-0.1, 0.2, 0.0], [-0.3, -0.1, 0.1], [0.2, 0.2, 0.2], [0.2, -0.1, -0.3], [0.2, 0.3, -0.1], [0.1, 0.1, 0.0], [0.0, 0.0, 0.1], [0.0, 0.1, -0.1], [0.0, -0.1, 0.0], [0.0, 0.0, 0.0], [-0.1, -0.3, 0.0], [-0.1, 0.1, 0.0], [0.0, 0.0, 0.0], [0.0, 0.0, 0.0], [0.0, 0.0, 0.0], [-0.2, -0.2, -0.2], [0.0, 0.1, 0.0], [0.0, 0.0, 0.0], [0.2, -0.1, 0.1], [0.0, 0.0, 0.0], [0.1, 0.0, 0.0], [0.0, 0.1, -0.1], [0.1, 0.2, -0.1], [0.1, 0.0, 0.1], [0.0, 0.0, 0.0], [0.0, 0.0, 0.0], [-0.2, -0.1, -0.1], [0.0, 0.0, 0.0], [0.1, 0.1, 0.0], [-0.1, 0.0, 0.0], [-0.3, -0.1, 0.5], [0.0, -0.1, -0.1], [0.0, 0.0, 0.0], [-0.2, -0.2, -0.1], [0.6, -0.1, -0.3], [0.0, 0.0, 0.0], [0.0, 0.0, 0.0], [-0.2, 0.1, -0.1], [0.0, 0.0, 0.0], [-0.1, 0.0, 0.1], [0.0, 0.0, 0.0], [0.0, 0.0, 0.0], [0.0, 0.0, 0.0], [0.0, 0.0, 0.0], [0.0, 0.0, 0.0], [0.1, 0.0, -0.1], [0.0, 0.1, 0.1], [0.0, -0.1, 0.0], [0.0, 0.0, 0.0], [-0.2, 0.0, 0.0], [0.0, 0.0, 0.0], [0.0, 0.0, 0.0], [0.0, 0.0, 0.0], [0.0, 0.0, 0.0], [0.0, 0.0, 0.0], [0.1, 0.0, 0.0]]
}


{
  "formula": "C15H43BInN8O6",
  "method": "the ωB97M-V functional and the def2-TZVPD basis",
  "energy_ev": -46311.9267,
  "charge": -1,
  "symbols": ["C", "C", "B", "O", "In", "C", "C", "C", "C", "C", "C", "C", "C", "O", "C", "H", "H", "H", "H", "H", "H", "H", "H", "H", "H", "H", "H", "H", "H", "H", "H", "H", "H", "H", "H", "H", "H", "H", "H", "H", "H", "H", "C", "O", "N", "N", "H", "H", "H", "H", "C", "O", "N", "N", "H", "H", "H", "H", "C", "O", "N", "N", "H", "H", "H", "H", "C", "O", "N", "N", "H", "H", "H", "H"],
  "xyz": [[-1.915127, 1.431370, -0.431563], [-2.634436, 1.546072, -1.782110], [-2.456821, 0.244439, -2.677149], [-3.648793, -0.423640, -2.916910], [-0.514221, -0.617369, -3.582541], [0.952334, -1.370881, -2.081367], [0.409372, -1.680097, -0.682008], [-0.074498, -3.114189, -0.493867], [-0.364408, -3.490201, 0.968080], [-1.687033, -2.938831, 1.538906], [-1.643917, -1.644549, 2.396742], [-0.268773, -1.033130, 2.645618], [-0.376756, 0.381429, 3.198590], [0.876001, 1.055324, 3.296240], [1.378612, 1.482317, 2.036805], [-0.843655, 1.270278, -0.571889], [-2.045173, 2.328093, 0.181402], [-2.311969, 0.594420, 0.147558], [-3.704896, 1.727622, -1.607215], [-2.250631, 2.423605, -2.315670], [-3.471892, -1.148495, -3.529217], [0.313624, 0.641179, -4.572852], [-0.982433, -1.960043, -4.695326], [1.709473, -0.585674, -1.993454], [1.466693, -2.256904, -2.467773], [-0.406097, -0.998191, -0.413605], [1.201090, -1.515927, 0.067781], [-0.985494, -3.305425, -1.072894], [0.682161, -3.803721, -0.877949], [0.489181, -3.215499, 1.593874], [-0.423249, -4.583320, 1.011019], [-2.350056, -2.757809, 0.688784], [-2.167648, -3.724430, 2.126610], [-2.274804, -0.883147, 1.930072], [-2.105366, -1.842870, 3.370236], [0.305964, -1.639674, 3.353999], [0.307443, -0.993409, 1.724782], [-0.808672, 0.393350, 4.202898], [-1.040875, 0.960460, 2.538578], [1.779364, 0.657812, 1.443784], [0.604087, 1.990666, 1.452019], [2.195344, 2.180813, 2.216503], [3.870933, 2.551221, -0.008742], [3.386479, 1.518203, 0.423206], [5.037363, 3.073264, 0.505048], [3.298279, 3.265451, -1.014652], [5.450699, 3.922481, 0.173073], [5.475115, 2.565013, 1.248867], [2.426756, 2.925590, -1.394890], [3.676924, 4.111779, -1.392923], [-4.218881, 2.074260, 3.775742], [-4.186698, 1.796636, 2.595867], [-5.306439, 1.793492, 4.567573], [-3.176039, 2.684561, 4.420081], [-5.348297, 2.002118, 5.545928], [-6.080749, 1.335681, 4.125544], [-2.350489, 2.872457, 3.880722], [-3.186024, 2.914777, 5.394547], [0.350108, 3.977874, -3.703449], [1.090277, 3.698945, -2.770690], [-0.637913, 4.918396, -3.568328], [0.433288, 3.395816, -4.927789], [-1.287447, 5.139720, -4.297288], [-0.753542, 5.330341, -2.662346], [1.067151, 2.621328, -5.029947], [-0.209929, 3.597394, -5.667831], [3.398617, -5.427252, -1.041479], [2.496165, -5.285811, -1.838119], [3.884763, -4.377568, -0.309904], [4.001149, -6.641407, -0.805923], [4.624261, -4.459113, 0.360032], [3.456600, -3.481635, -0.470433], [3.659279, -7.425055, -1.328324], [4.745191, -6.770781, -0.148696]],
  "atomic_forces_ev_per_a": [[0.0, 0.1, 0.0], [-0.3, 0.0, 0.1], [0.0, 0.1, 0.0], [0.1, 0.0, -0.3], [0.1, -0.1, 0.0], [-0.1, 0.1, 0.0], [0.1, -0.1, 0.0], [0.0, 0.0, 0.3], [-0.2, -0.2, -0.1], [0.1, 0.2, 0.0], [0.0, 0.0, 0.0], [0.1, 0.1, 0.3], [0.2, 0.2, -0.3], [-0.4, 0.0, 0.2], [-0.1, -0.2, 0.2], [0.0, 0.0, 0.0], [0.0, 0.0, 0.0], [0.0, 0.0, 0.0], [0.0, 0.0, 0.0], [0.1, -0.1, -0.1], [0.0, 0.0, 0.2], [0.1, -0.1, -0.1], [-0.1, 0.0, 0.0], [0.0, 0.0, 0.0], [0.0, 0.0, 0.0], [0.1, 0.1, 0.0], [0.0, 0.0, 0.0], [0.1, 0.1, -0.1], [0.0, 0.1, -0.1], [0.0, 0.0, 0.0], [0.0, 0.0, 0.0], [0.0, 0.0, 0.0], [0.0, 0.0, 0.0], [0.0, 0.0, 0.0], [0.0, 0.0, 0.0], [0.0, 0.0, 0.0], [-0.1, 0.0, 0.0], [0.0, -0.1, 0.0], [-0.1, 0.0, 0.0], [-0.2, 0.1, 0.2], [-0.1, 0.0, 0.0], [-0.2, -0.2, 0.2], [-0.1, 0.1, -0.4], [0.8, 0.2, -0.5], [0.0, 0.0, 0.1], [0.0, -0.3, 0.3], [0.0, 0.0, 0.0], [0.0, 0.0, 0.0], [0.0, 0.1, -0.2], [0.0, 0.0, 0.0], [0.1, -0.1, 0.1], [0.0, 0.0, 0.0], [-0.1, 0.0, 0.0], [0.0, 0.1, 0.0], [0.0, 0.0, 0.0], [0.0, 0.0, 0.0], [0.0, -0.1, 0.0], [0.0, 0.0, 0.0], [-0.2, -0.3, -0.1], [0.1, 0.1, -0.1], [0.1, 0.2, 0.0], [0.5, 0.5, 0.1], [-0.1, -0.1, 0.0], [0.0, -0.1, 0.0], [-0.3, -0.3, 0.1], [-0.1, -0.1, 0.1], [0.0, 0.3, 0.2], [0.0, -0.3, -0.2], [0.0, 0.0, 0.0], [0.0, 0.0, 0.0], [0.0, 0.0, 0.0], [0.0, 0.0, 0.0], [0.0, 0.0, 0.0], [0.0, 0.0, 0.0]]
}


Across the entries above, frontier orbital gap takes the values 7.718 6.005 eV, respectively.
Across the entries above, E_HOMO takes the values -10.0 -3.6 eV, respectively.